Entry a
Molecular formula: C4H5O2
Method: DFT, ωB97M-V with the def2-TZVPD basis set

Gap between HOMO and LUMO   10.14 eV
Net charge   +1

Last columns: bonded neighbours and bond lengths (Å).
CARTESIAN COORDINATES (ANGSTROEM)
1 C 0.64926 0.05304 -0.34173  C2 1.425, C4 1.344, H7 1.082
2 C 0.29098 -1.30977 -0.12784  C1 1.425, O6 1.251, H8 1.093
3 C -3.35782 -0.09799 0.02243  O5 1.120
4 C 0.01343 1.09606 0.21927  C1 1.344, H10 1.081, H11 1.079
5 O -4.37893 0.33445 -0.13122  C3 1.120
6 O -0.83245 -1.76882 0.17678  C2 1.251, H9 1.020
7 H 1.53978 0.21689 -0.93455  C1 1.082
8 H 1.06909 -2.06614 -0.25712  C2 1.093
9 H -1.62573 -1.13136 0.24633  O6 1.020
10 H 0.34722 2.10878 0.04194  C4 1.081
11 H -0.80029 0.98391 0.91965  C4 1.079

Population analysis type natural (NBO), resulting atomic charges in e:
1 C -0.390
2 C 0.502
3 C 0.464
4 C -0.127
5 O -0.386
6 O -0.535
7 H 0.271
8 H 0.225
9 H 0.523
10 H 0.245
11 H 0.209

Entry b
Molecular formula: C4H5O2
Method: DFT, ωB97M-V with the def2-TZVPD basis set

Gap between HOMO and LUMO   10.55 eV
Net charge   +1

Last columns: bonded neighbours and bond lengths (Å).
CARTESIAN COORDINATES (ANGSTROEM)
1 C 0.21596 -1.08793 -0.02307  C3 1.335, O6 1.518, H7 1.014
2 C 2.50460 0.05195 -0.04752  O5 1.130, O6 1.171
3 C -0.98786 -0.51635 -0.10113  C1 1.335, C4 1.433, H9 1.119
4 C -1.23644 0.88795 0.04380  C3 1.433, H8 1.085, H10 1.076, H11 1.228
5 O 3.50159 0.56724 -0.17866  C2 1.130
6 O 1.44521 -0.27158 0.33264  C1 1.518, C2 1.171
7 H 0.34258 -2.06662 0.21047  C1 1.014
8 H -1.86962 0.98861 0.91936  C4 1.085
9 H -1.65216 -1.35189 -0.43563  C3 1.119
10 H -0.37276 1.51184 0.19575  C4 1.076
11 H -1.89110 1.28677 -0.91602  C4 1.228

Population analysis type natural (NBO), resulting atomic charges in e:
1 C 0.050
2 C 1.130
3 C -0.094
4 C -0.684
5 O -0.297
6 O -0.407
7 H 0.231
8 H 0.275
9 H 0.285
10 H 0.233
11 H 0.277

Most stable to least stable, the ends of the list are entry a and entry b.